Entry 1:
This record from OMol25 describes a cluster of 2 separate species, C8H16N2O4 in total at a distorted geometry. The level of theory is wB97M-V/def2-TZVPD.

Calculated values
- LUMO level (alpha / beta): -1.6 / -1.8 eV
- Kohn-Sham gap (alpha / beta): 6.95 / 6.52 eV
- ΔE to the lowest compared entry with this formula, charge and spin: 9.362 eV
- DFT total energy: -724.60175 hartree

Last column: Mulliken charge in e.
Atoms and positions in Å:
O 4.751 0.629 -0.376  -0.633
O 2.705 0.740 -0.134  -0.439
O 3.689 -1.109 0.495  -0.616
O 1.075 0.358 1.140  -0.377
N 0.105 0.104 0.444  1.133
N 3.751 0.054 0.004  0.940
C -0.396 -2.110 1.249  -1.772
C -0.229 1.874 -1.086  -1.928
C -2.015 0.492 -0.248  -1.128
C -1.586 -0.886 -0.720  -0.850
C -0.313 -1.233 -0.044  0.872
C -0.927 2.140 1.239  -1.975
C -0.774 1.134 0.101  1.526
C 0.855 -1.775 -0.917  -1.424
H 0.438 -2.757 -1.385  0.387
H -0.834 1.675 2.210  0.490
H -1.613 -0.982 -1.800  0.439
H -2.701 0.932 -1.033  0.346
H -2.458 -1.567 -0.493  0.336
H -0.865 2.748 -1.144  0.514
H 0.526 -2.335 1.636  0.483
H -0.642 -3.058 0.750  0.432
H -1.877 2.599 1.210  0.440
H -2.733 0.428 0.608  0.433
H 1.128 -0.929 -1.676  0.309
H -0.202 1.537 -2.072  0.428
H -0.154 2.855 1.327  0.406
H -1.137 -1.755 1.914  0.418
H 1.642 -2.054 -0.269  0.439
H 0.794 2.252 -0.929  0.371

=====

Entry 2:
This record from OMol25 describes the ion C8H16N2P with charge +1 at a distorted geometry. The level of theory is wB97M-V/def2-TZVPD.

Calculated values
- LUMO level: -3.1 eV
- SMILES: C1CC[NH+]([C@@H]2CCN=PC2)C1
- Kohn-Sham gap: 9.19 eV
- ΔE to the lowest compared entry with this formula, charge and spin: 0.339 eV
- DFT total energy: -764.96183 hartree
- Charge: +1

Last column: Mulliken charge in e.
Atoms and positions in Å:
P 1.905 -0.715 -3.206  0.047
N -0.653 -0.097 0.127  -0.030
N 2.834 0.262 -2.493  -0.198
C -0.647 1.073 1.074  -0.697
C 1.333 1.008 -0.744  -0.950
C 2.799 0.821 -1.190  -0.540
C -1.187 -1.231 0.841  -0.472
C -1.987 0.821 1.836  -0.797
C 0.547 -1.225 -1.900  -1.054
C 0.733 -0.379 -0.423  -0.162
C -2.297 -0.711 1.763  -0.512
H -0.213 -1.734 1.311  0.369
H -2.841 1.452 1.392  0.256
H 1.400 1.675 0.090  0.589
H 3.184 0.008 -0.470  0.284
H -1.737 -1.971 0.214  0.304
H 0.113 0.927 1.743  0.332
H 0.717 1.424 -1.615  0.367
H -0.478 -1.101 -2.341  0.383
H 3.436 1.736 -1.241  0.324
H -1.263 0.263 -0.679  0.539
H 1.341 -1.015 0.303  0.545
H -1.922 1.095 2.843  0.413
H 0.733 -2.279 -1.741  0.455
H -0.573 1.952 0.402  0.536
H -3.237 -0.888 1.361  0.390
H -2.040 -1.172 2.745  0.277